Computed, not measured: C38H43LiN2P2S4Si as an isolated structure, with the ωB97M-V functional and the def2-TZVPD basis.

The geometry in XYZ format:
```
91
Properties=species:S:1:pos:R:3:mulliken_charge:R:1
Li 0.32540 -2.35119 -0.00584 0.593
C -1.13729 5.26943 1.81086 -0.559
S -0.14668 5.62765 0.33689 -0.155
C -0.18489 3.98219 -0.43534 -0.449
C 0.62374 2.95524 0.34099 0.646
C 0.67030 1.56656 -0.30947 -1.585
N -0.59884 0.77939 -0.17015 0.401
P -0.66230 -0.19849 1.32963 1.660
C -2.28974 0.31367 1.99326 -0.496
C -2.76504 -0.38085 3.10733 -0.218
C -3.99734 -0.07720 3.65449 -0.737
C -4.77694 0.93083 3.09189 -0.528
C -4.30143 1.63794 2.00026 -0.795
C -3.05758 1.33144 1.45348 -0.237
C 0.35372 0.84544 2.53778 -0.241
C 1.73725 0.64909 2.57160 -0.029
C 2.53727 1.26019 3.52804 -1.188
C 1.96820 2.06787 4.50071 -0.555
C 0.59475 2.26793 4.49551 -0.818
C -0.20075 1.66233 3.53144 -0.329
P -0.60566 -0.32092 -1.58235 -0.013
C -0.63072 1.01964 -2.88760 0.526
C 0.12589 0.88518 -4.04774 -0.450
C 0.08940 1.85653 -5.04284 -0.603
C -0.71344 2.97606 -4.89488 -0.667
C -1.49253 3.11032 -3.75026 -1.011
C -1.45033 2.14061 -2.76248 -0.231
C -2.26182 -0.91423 -2.12133 1.275
C -2.15222 -2.10574 -2.83988 -0.577
C -3.23571 -2.61161 -3.54395 -0.444
C -4.43348 -1.91447 -3.57097 -0.587
C -4.54762 -0.72684 -2.85705 -0.790
C -3.47629 -0.22824 -2.13978 0.095
H -1.32554 6.22044 2.30698 0.397
H -0.59914 4.60510 2.48532 0.092
H -2.08252 4.81402 1.51465 0.137
H 0.20129 4.12285 -1.44627 0.335
H -1.23281 3.69164 -0.50133 -0.107
H 0.20687 2.86805 1.33691 -0.863
H 1.65241 3.31320 0.44286 0.540
H 1.52620 1.01679 0.08784 -0.103
H 0.87804 1.70936 -1.36867 1.117
H -2.15707 -1.17641 3.52394 0.474
H -4.36304 -0.63171 4.51000 0.374
H -5.75729 1.14976 3.49960 0.324
H -4.89899 2.43409 1.57013 0.373
H -2.68157 1.88431 0.59949 0.657
H 2.20643 -0.01363 1.85541 0.162
H 3.60482 1.07862 3.52123 0.488
H 2.58471 2.52438 5.26694 0.354
H 0.13674 2.90551 5.24421 0.412
H -1.26614 1.84161 3.55628 0.513
H 0.75687 0.01297 -4.16965 0.300
H 0.69673 1.74105 -5.93278 0.450
H -0.73685 3.74047 -5.66271 0.338
H -2.13211 3.97718 -3.62729 0.447
H -2.06011 2.24694 -1.87573 0.427
H -1.22598 -2.66675 -2.79406 0.132
H -3.14257 -3.55549 -4.06699 0.390
H -5.28187 -2.30636 -4.11968 0.319
H -5.48682 -0.18380 -2.85993 0.370
H -3.60998 0.66093 -1.53589 0.140
S -3.58465 -5.17960 1.02076 -0.491
C -2.49055 -3.99013 0.51354 0.044
S -0.93404 -4.41186 -0.09172 -0.434
S -2.92536 -2.33725 0.71350 -0.136
C 4.98420 -3.06819 -1.62094 -1.351
Si 3.09569 -2.81290 -1.58403 -0.270
C 2.39884 -4.43515 -2.26021 -1.014
C 2.71487 -1.51457 -2.91169 -0.762
N 2.35925 -2.43958 -0.10969 0.115
C 2.94368 -2.32048 1.11633 -0.403
C 4.25159 -1.81342 1.34809 0.331
C 4.77159 -1.68591 2.62824 -0.895
C 4.02625 -2.03246 3.74980 -0.541
C 2.73770 -2.52853 3.55554 -0.645
C 2.21550 -2.68079 2.28615 0.053
H 5.28296 -3.60735 -2.52520 0.390
H 5.29412 -3.66263 -0.75470 0.364
H 5.53961 -2.12508 -1.59099 0.338
H 2.49695 -4.50264 -3.35054 0.321
H 1.33595 -4.51208 -2.00646 0.212
H 2.90339 -5.30012 -1.81787 0.303
H 3.35866 -1.62361 -3.79239 0.538
H 2.82145 -0.49440 -2.52906 0.321
H 1.67670 -1.64479 -3.23004 -0.151
H 4.84243 -1.50200 0.49507 0.217
H 5.78082 -1.30269 2.75349 0.309
H 4.43292 -1.91183 4.74712 0.351
H 2.13114 -2.79663 4.41464 0.375
H 1.22040 -3.09418 2.15015 0.622
```

Results
Total charge = -2
E = -4155.968673 hartree
Molar mass = 753.019 g/mol
LUMO = 3.629 eV
Energy relative to the best compared isomer or geometry (same formula, charge and spin) = 15.4 kcal/mol
2S+1 = 1
Kohn-Sham gap = 4.08 eV



Computed, not measured: C38H43N7OS4Ti as an isolated structure, with the ωB97M-V functional and the def2-TZVPD basis.

The geometry in XYZ format:
```
94
Properties=species:S:1:pos:R:3:mulliken_charge:R:1
Ti -0.46157 -0.33593 -0.08138 -1.035
C -0.97397 1.75939 2.69586 -1.621
C -1.01211 1.75944 1.19617 0.977
C -2.12684 1.22066 0.50595 -1.533
C -2.26421 1.37457 -0.89217 1.037
C -3.56875 1.11946 -1.58091 -1.974
C -1.21061 1.95718 -1.60339 -0.557
C -0.12622 2.55396 -0.94726 0.674
C 0.80318 3.42523 -1.72315 -1.747
C -0.02719 2.41502 0.45063 -0.138
H -1.94643 2.04648 3.09734 0.365
H -0.24026 2.47366 3.06611 0.476
H -0.72762 0.77323 3.09221 0.191
H -2.98970 0.91336 1.08398 1.164
H -3.44077 0.69467 -2.57677 0.488
H -4.06277 2.08570 -1.72235 0.442
H -4.25926 0.52138 -0.98720 0.613
H -1.32638 2.12422 -2.66928 0.710
H 1.20782 2.90869 -2.59592 0.409
H 1.61295 3.82286 -1.11718 0.345
H 0.23658 4.27700 -2.11249 0.488
H 0.72700 2.98342 0.98797 0.700
N -3.36307 -2.15866 -1.28723 -0.082
C -2.15970 -2.33058 -1.85359 0.144
N -1.08977 -1.56614 -1.60983 0.960
C 0.00086 -1.99833 -2.37904 -0.570
C -0.23483 -3.08504 -3.13842 -0.578
S -1.86310 -3.61146 -2.96800 -0.037
C 1.20438 -1.19902 -2.29997 -0.328
C 2.27656 -1.25817 -3.11001 -0.454
S 3.44060 -0.07043 -2.67666 -0.125
C 2.42084 0.43463 -1.37208 -0.470
N 1.25582 -0.21424 -1.29661 1.750
N 2.86755 1.33426 -0.49808 0.232
H -3.64259 -1.23995 -0.99298 -0.172
H -4.11426 -2.76233 -1.59212 0.290
H 0.44385 -3.59778 -3.80182 0.513
H 2.44532 -1.91084 -3.95224 0.546
H 3.70980 1.85640 -0.68874 0.253
H 2.30629 1.66770 0.26352 -0.290
C 4.08548 -4.16154 1.99940 -1.087
C 4.47368 -3.59373 0.63801 -0.731
C 3.58341 -2.43218 0.20078 -0.315
N 3.83688 -1.25707 1.03843 0.256
C 2.97277 -0.53432 1.70793 -0.270
S 1.24588 -0.87951 1.70508 0.202
N 3.34985 0.46589 2.51663 0.025
C 4.53089 1.36395 2.31014 0.312
O 4.23234 2.46680 1.93811 -0.543
C 5.84164 0.82218 2.59588 0.158
C 6.02307 -0.35559 3.34260 0.095
C 7.29943 -0.81644 3.59660 -0.914
C 8.40324 -0.10912 3.12438 -0.414
C 8.23247 1.06893 2.40508 -0.714
C 6.96067 1.54167 2.14733 -0.585
H 4.77028 -4.96127 2.27564 0.434
H 3.07768 -4.58045 1.97782 0.274
H 4.13015 -3.40553 2.78726 0.221
H 4.40012 -4.37092 -0.12324 0.405
H 5.51561 -3.26085 0.65174 0.425
H 2.53176 -2.69933 0.28122 0.217
H 3.80310 -2.17188 -0.83794 -0.062
H 4.82054 -1.07261 1.22846 0.285
H 2.59146 0.94237 2.98294 0.329
H 5.16839 -0.86369 3.77620 0.573
H 7.44444 -1.71460 4.18181 0.474
H 9.40108 -0.46922 3.33788 0.448
H 9.09459 1.62084 2.05622 0.448
H 6.81063 2.46711 1.60651 0.501
N -1.35841 -1.50338 1.12966 0.667
S -2.85486 -1.74636 1.85590 0.144
C -2.51261 -1.53373 3.59790 1.002
C -3.18303 -0.51527 4.26456 -0.492
C -2.92663 -0.32920 5.61518 -0.697
C -2.01439 -1.14840 6.26692 -0.558
C -1.36567 -2.17536 5.58474 -0.830
C -1.61482 -2.38073 4.23929 -0.388
C -3.11242 -3.52564 1.76242 0.677
C -2.21015 -4.36256 1.12067 -0.176
C -2.47016 -5.72522 1.10390 -0.916
C -3.61623 -6.22575 1.70959 -0.570
C -4.52260 -5.36614 2.31708 -0.766
C -4.27639 -4.00143 2.34921 -0.604
H -0.71606 -2.18708 1.53962 0.201
H -3.91464 0.10079 3.75435 0.553
H -3.45030 0.44420 6.16088 0.493
H -1.81652 -0.99979 7.32034 0.476
H -0.68517 -2.83265 6.10895 0.504
H -1.14542 -3.20722 3.71634 0.425
H -1.31668 -3.97527 0.64747 0.451
H -1.77141 -6.39728 0.62345 0.469
H -3.79922 -7.29195 1.71182 0.466
H -5.42124 -5.75781 2.77411 0.476
H -4.97570 -3.33036 2.83546 0.493
```

Results
Total charge = +4
E = -4373.331612 hartree
Molar mass = 789.945 g/mol
LUMO = -12.563 eV
Energy relative to the best compared isomer or geometry (same formula, charge and spin) = 15.2 kcal/mol
2S+1 = 1
Kohn-Sham gap = 5.53 eV